Here is a single CH4FNP2 molecule from the Open Molecules 2025 dataset. Energies are from wB97M-V/def2-TZVPD.

Structure (ORCA input):
```
! RIJCOSX wB97M-V def2-TZVPD def2/J DEFGRID3
* xyz 0 1
H -3.022 0.663 1.144
P -2.246 0.826 -0.042
N -1.235 -0.322 0.272
P -0.008 -1.014 -0.606
C 1.309 0.274 -0.378
F 0.510 -1.980 0.616
H 2.268 -0.157 -0.655
H 1.329 0.581 0.667
H 1.094 1.128 -1.017
*
```

HOMO-LUMO gap	8.23	eV
electronic energy	-877.8312	a.u.
energy above the lowest of the compared OMol25 structures with the same formula, charge and spin	0.00	kcal/mol
molecular weight	111.0	g/mol